1.
119
Properties=species:S:1:pos:R:3:forces:R:3:mulliken_charge:R:1 method="wB97M-V/def2-TZVPD" homo_ev=-6.60 total_charge=0 homo_lumo_gap_ev=5.238 lumo_energy_ha=-0.050
Tl 0.237 -0.020 0.376 0.4 -0.1 0.2 2.684
S 2.146 -2.402 -3.554 0.1 0.1 0.1 -0.417
O 4.029 -2.924 3.892 0.0 -0.2 0.0 -0.562
O -2.290 2.834 -8.050 0.0 0.0 0.0 -0.458
O 3.890 -4.941 2.973 0.0 0.0 0.0 -0.620
O -5.789 -0.296 7.362 0.0 0.0 0.0 -0.462
O 3.690 7.915 2.407 0.0 0.0 0.0 -0.458
O 2.189 0.454 1.571 -0.3 -0.1 0.0 -0.209
O 1.184 -8.382 -1.510 0.0 0.1 0.0 -0.469
O 3.355 -0.517 3.214 0.0 0.1 0.0 -0.932
N 0.200 1.818 -0.796 0.1 -0.1 0.1 -0.067
N -1.041 -1.492 1.360 0.0 0.2 -0.2 -0.257
N -0.517 1.367 1.993 -0.3 0.1 0.0 -0.541
N -0.607 -0.956 -1.440 0.0 0.2 0.1 0.060
N 2.623 0.184 -4.075 -0.1 0.0 -0.1 -0.072
N 3.462 -0.460 -2.174 0.0 0.0 0.0 -0.106
N 2.068 -1.800 0.215 0.0 -0.1 -0.3 -0.479
N 2.213 -3.022 -0.311 0.2 -0.2 0.2 0.407
C 0.157 3.340 -2.452 0.0 0.0 0.0 -1.216
C -6.972 -1.042 7.145 0.0 0.0 0.0 -0.841
C 3.190 8.873 3.322 0.0 0.0 0.0 -0.846
C -2.052 -2.730 2.971 0.0 0.0 0.0 -1.436
C -0.187 1.928 -5.262 0.1 0.0 0.0 0.161
C 2.714 -0.543 2.162 0.0 -0.1 0.0 0.377
C -2.748 -0.261 4.476 0.0 0.1 0.1 0.405
C -0.653 0.978 -2.969 0.0 0.0 0.0 1.412
C 0.750 3.282 1.129 0.0 0.0 -0.1 1.845
C 0.586 3.010 -0.271 -0.1 0.1 -0.1 -0.195
C -0.015 -4.939 -2.015 -0.1 0.0 0.0 0.022
C -4.853 -0.309 6.377 0.0 0.0 0.0 0.910
C 2.910 6.838 2.132 0.0 0.0 0.0 0.894
C 0.595 3.973 -1.309 0.0 0.0 0.1 -1.726
C -2.438 1.447 -4.647 0.0 0.0 0.0 -0.701
C -2.668 0.435 5.693 0.1 -0.1 0.0 -0.090
C 2.820 -3.858 0.539 0.0 0.1 0.0 -0.684
C -0.875 0.917 3.201 0.0 0.0 -0.1 0.115
C 3.335 1.366 -3.608 0.0 0.0 0.0 -0.550
C -2.885 1.897 -5.885 0.0 0.0 0.0 -0.710
C -0.195 -5.551 0.265 0.0 0.0 0.1 -0.135
C -5.003 -0.937 5.150 0.0 0.0 0.0 -0.654
C -1.527 -1.334 -3.486 0.0 0.0 0.1 -1.052
C -1.558 -2.493 -2.790 0.0 0.0 0.0 -1.691
C 0.932 5.488 2.312 -0.1 0.0 0.0 -0.636
C 1.467 4.533 1.459 0.1 0.0 0.1 -0.368
C -0.916 -0.334 -2.639 0.0 -0.1 -0.1 -0.200
C 0.450 2.711 3.568 0.0 0.0 0.0 -1.137
C 3.706 -3.750 2.911 0.0 0.0 0.1 0.288
C -1.615 -1.386 2.602 0.0 -0.1 0.1 -0.008
C -3.682 0.403 6.625 0.0 0.0 0.0 -1.076
C -1.966 2.366 -6.816 0.0 0.0 0.0 0.876
C -3.970 -0.889 4.223 0.0 0.1 -0.1 -0.765
C -0.430 -4.582 -0.728 0.0 0.0 0.0 0.708
C 2.759 -0.869 -3.247 0.0 -0.1 -0.1 0.079
C 0.672 -7.137 -1.324 0.0 -0.1 0.0 0.954
C -0.609 2.377 -6.496 0.0 0.0 0.0 -1.091
C 2.588 -1.858 1.434 0.3 0.2 -0.1 0.118
C -0.080 1.981 -2.119 0.0 0.0 0.0 0.176
C 3.086 -3.147 1.697 -0.2 0.0 0.1 0.374
C 2.740 4.767 0.927 0.0 0.0 0.0 -0.186
C -1.725 -3.568 1.972 -0.1 0.0 0.0 -1.701
C -1.091 1.446 -4.315 0.0 0.0 0.0 -0.266
C -1.707 -0.258 3.408 0.1 0.0 0.1 1.054
C -1.118 -2.778 0.904 -0.1 0.0 0.0 0.761
C -0.955 -2.240 -1.495 0.0 0.0 0.0 0.515
C 0.511 -6.189 -2.323 0.0 0.0 0.0 -1.503
C 0.321 -6.796 -0.020 0.0 0.0 0.0 -1.487
C -0.843 -3.186 -0.408 0.0 -0.2 0.0 -0.027
C -3.659 2.837 -8.411 0.0 0.0 0.0 -0.851
C 0.265 2.503 2.158 0.0 0.0 0.1 -0.063
C 3.455 5.896 1.258 0.0 0.0 0.0 -0.880
C 3.609 0.992 -2.141 0.0 0.0 0.0 0.396
C -0.258 1.753 4.210 0.0 0.0 0.0 -1.130
C 1.711 -8.683 -2.788 0.0 0.0 0.0 -0.838
C 1.636 6.637 2.653 0.0 0.0 0.0 -0.653
H -7.541 -0.647 6.299 0.0 0.0 0.0 0.328
H 0.094 2.745 -7.231 0.0 0.0 0.0 0.451
H 3.015 8.425 4.303 0.0 0.0 0.0 0.345
H -0.355 -5.326 1.306 0.1 0.0 0.0 0.380
H 0.869 1.956 -5.025 0.0 0.0 0.0 0.474
H 2.289 0.043 -5.013 0.0 0.0 0.1 0.262
H -1.805 1.027 5.937 0.0 -0.1 0.1 -0.008
H -4.158 -1.314 3.247 0.1 -0.1 0.0 0.526
H -1.965 -4.615 1.937 0.0 0.0 0.0 0.755
H 3.955 9.639 3.405 0.0 0.0 0.0 0.248
H 2.265 9.326 2.958 0.0 0.0 0.0 0.332
H 2.712 2.256 -3.689 0.0 0.1 0.0 0.320
H 3.177 4.032 0.263 0.0 0.0 0.0 0.488
H 4.610 1.275 -1.821 0.0 0.0 0.0 0.429
H -4.066 1.823 -8.423 0.0 0.0 0.0 0.338
H 4.447 6.069 0.863 0.0 0.0 0.0 0.447
H 0.809 -6.388 -3.341 0.0 0.0 0.0 0.431
H -7.563 -0.943 8.051 0.0 0.0 0.0 0.244
H -6.745 -2.096 6.969 0.0 0.0 0.0 0.344
H 0.923 -8.716 -3.545 0.0 0.0 0.0 0.318
H -0.251 1.580 5.270 0.0 0.1 0.0 0.679
H 2.009 -3.165 -1.303 -0.1 0.1 0.0 -0.162
H -2.507 -3.001 3.906 -0.1 0.0 0.0 0.747
H -3.161 1.097 -3.921 0.0 0.0 0.0 0.547
H -3.707 3.258 -9.411 0.0 0.0 0.0 0.249
H 3.791 -1.976 3.673 0.0 0.1 0.0 0.455
H -4.248 3.457 -7.730 0.0 0.0 0.0 0.338
H -0.045 -4.221 -2.818 0.0 0.0 0.0 0.459
H -1.897 -1.168 -4.483 0.0 0.0 0.0 0.663
H -0.020 3.793 -3.413 0.0 0.0 0.0 0.633
H -5.922 -1.439 4.883 0.0 0.0 0.0 0.389
H 0.498 -7.511 0.772 0.0 0.0 0.0 0.412
H 2.169 -9.664 -2.703 0.0 0.0 0.0 0.251
H 1.183 7.356 3.318 0.0 0.0 0.0 0.403
H 1.087 3.453 4.018 0.0 0.0 0.0 0.675
H -2.005 -3.423 -3.098 0.0 0.0 0.0 0.767
H 2.879 1.442 -1.463 0.0 0.0 0.0 -0.553
H 3.033 -4.883 0.291 0.0 0.0 0.0 0.578
H -3.943 1.881 -6.101 0.0 0.0 0.0 0.402
H -0.071 5.352 2.698 0.0 0.0 0.0 0.534
H 4.260 1.521 -4.169 0.0 0.0 0.0 0.434
H 2.468 -7.952 -3.085 0.0 0.0 0.0 0.341
H 3.430 -1.000 -1.324 -0.1 0.0 0.0 0.188
H -3.588 0.937 7.560 0.0 0.0 0.0 0.435
H 0.831 5.017 -1.189 0.0 0.0 0.0 0.597

---

2.
111
Properties=species:S:1:pos:R:3:forces:R:3:mulliken_charge:R:1 method="wB97M-V/def2-TZVPD" homo_ev="-3.06 / -4.97" multiplicity=3 total_charge=-1 homo_lumo_gap_ev="5.555 / 7.243" lumo_energy_ha="0.092 / 0.083"
As 2.690 -1.743 -1.042 0.4 0.0 -0.1 1.401
Ti -0.333 0.759 0.265 -0.1 -0.6 -0.3 -1.143
O -1.469 1.167 1.757 0.0 0.2 0.4 -0.662
N -0.191 -1.000 1.444 0.0 0.3 0.1 1.795
N -0.237 -2.418 -0.860 -0.6 0.2 0.1 0.784
N -2.530 -0.579 -0.387 0.8 -0.1 -0.2 1.081
N 0.764 3.516 0.164 0.0 0.0 -0.1 -1.232
N -0.020 -0.360 2.672 0.0 -0.1 0.1 -1.202
N -0.345 2.824 -0.016 0.3 0.5 0.3 1.972
C 1.599 1.336 0.819 0.0 0.1 0.1 1.963
C -5.069 0.631 -3.474 0.0 0.0 0.0 -0.991
C -1.473 5.011 -0.087 0.0 0.0 0.0 -0.663
C -0.559 -5.164 -0.921 0.0 0.0 -0.1 -0.697
C 5.305 -1.659 -2.442 0.0 0.0 0.0 -0.269
C 5.300 -3.195 1.958 0.0 0.0 0.0 -0.749
C 3.445 -4.710 1.888 0.0 0.0 0.0 -0.947
C 6.430 -1.030 -2.955 0.0 0.0 0.0 -0.767
C -2.793 0.320 -2.634 0.0 -0.1 0.0 0.735
C -0.358 1.727 3.817 -0.1 0.0 0.0 0.628
C 1.275 1.146 -3.677 0.0 0.0 0.0 -0.784
C 0.432 1.351 4.901 0.0 0.0 0.0 -0.277
C 0.695 2.259 5.912 0.0 0.0 0.0 -0.801
C -0.123 -2.992 2.868 0.0 0.0 0.0 -1.990
C -5.580 -0.013 -2.357 0.0 0.0 0.0 -0.536
C -0.869 3.018 3.747 0.0 0.0 0.0 -0.225
C 4.077 2.580 1.359 0.0 0.0 0.0 -0.815
C 1.798 2.714 0.585 0.1 0.1 -0.1 0.034
C 5.625 1.080 -2.139 0.0 0.0 0.0 -1.145
C 2.728 -4.405 -2.451 0.2 0.0 -0.1 0.190
C -3.880 3.702 -0.549 0.0 0.0 0.0 -1.138
C 6.591 0.343 -2.805 0.0 0.0 0.0 -0.544
C 4.327 -0.925 -1.774 0.0 0.0 0.0 -0.066
C 3.048 3.321 0.821 0.0 0.0 0.0 -0.754
C -2.649 5.731 -0.226 0.0 0.0 0.0 -0.524
C -0.359 -3.067 -2.011 -0.4 0.1 0.1 -0.347
C 4.497 0.447 -1.627 0.0 0.0 0.0 0.211
C -0.597 3.927 4.760 0.0 0.0 0.0 -0.870
C 3.877 1.230 1.678 0.0 0.0 0.0 -0.685
C -0.627 0.790 2.705 -0.4 -0.3 0.2 0.605
C -3.860 5.088 -0.454 0.0 0.0 0.0 -0.634
C -2.711 2.975 -0.411 0.0 0.0 0.0 0.337
C 4.649 -4.316 2.453 0.0 0.0 0.0 -0.678
C -3.335 -0.263 -1.478 -0.2 0.0 0.0 0.022
C -0.367 0.752 -1.884 -0.2 0.1 -0.2 1.774
C 0.916 1.119 -2.340 -0.1 -0.1 -0.1 0.172
C 3.551 -2.873 0.316 0.1 0.1 0.0 0.397
C -3.698 0.789 -3.591 0.0 0.0 0.0 -1.034
C -1.494 3.615 -0.173 0.1 -0.1 -0.2 -0.491
C 0.182 3.550 5.844 0.0 0.0 0.0 -0.345
C 1.722 -3.309 -4.791 0.0 0.0 0.0 -0.309
C 2.469 -5.218 -3.550 0.0 0.0 0.0 -0.689
C 2.896 -3.989 0.837 -0.1 0.0 0.0 -0.113
C 1.975 -2.502 -3.693 0.2 0.0 -0.1 -1.074
C -1.327 0.488 -2.885 0.0 0.0 0.0 0.439
C 2.477 -3.040 -2.509 0.2 0.0 0.0 -0.065
C -4.716 -0.445 -1.369 0.0 0.0 0.0 -0.821
C 1.963 -4.676 -4.720 0.0 0.0 0.0 -0.722
C 0.348 0.762 -4.636 0.0 0.0 0.0 -1.178
C -0.235 -2.339 1.523 0.3 0.0 -0.2 0.367
C 4.755 -2.480 0.899 0.0 0.0 0.0 -0.620
C -0.311 -3.101 0.313 0.0 -0.1 0.0 1.010
C -0.934 0.438 -4.234 0.0 0.0 0.0 -0.360
C -0.521 -4.437 -2.114 -0.2 -0.1 0.1 -1.538
C -0.453 -4.514 0.285 -0.1 0.1 0.0 -1.394
C 2.658 0.632 1.403 0.0 0.0 0.0 -0.714
H 1.325 -2.869 -5.698 0.0 0.0 0.0 0.444
H -0.402 -4.042 2.841 0.0 0.0 0.0 0.537
H -0.609 -4.912 -3.081 0.0 0.0 0.0 0.482
H -3.307 1.330 -4.443 0.0 0.0 0.0 0.532
H 2.922 -5.579 2.270 0.0 0.0 0.0 0.442
H 5.072 -4.872 3.281 0.0 0.0 0.0 0.377
H 1.760 -1.440 -3.752 0.0 0.0 0.0 0.327
H -0.530 5.506 0.089 0.0 0.0 0.0 0.415
H -0.749 -2.480 3.598 0.0 0.0 0.0 0.484
H -5.104 -0.925 -0.477 0.0 0.0 0.0 0.413
H 1.311 1.965 6.753 0.0 0.0 0.0 0.394
H -1.464 3.301 2.889 0.0 0.0 0.0 0.486
H 5.274 -1.605 0.526 0.0 0.0 0.0 0.365
H 5.035 3.047 1.556 0.0 0.0 0.0 0.401
H 2.516 -0.411 1.671 0.0 0.0 0.0 0.475
H -6.647 -0.163 -2.244 0.0 0.0 0.0 0.379
H 4.676 0.653 2.129 0.0 0.0 0.0 0.486
H 7.467 0.834 -3.210 0.0 0.0 0.0 0.372
H 1.938 -4.294 0.433 0.1 0.0 0.0 0.390
H 0.618 0.716 -5.685 0.0 0.0 0.0 0.363
H 1.754 -5.312 -5.571 0.0 0.0 0.0 0.341
H -2.745 1.897 -0.478 0.0 0.0 0.0 0.879
H -2.618 6.812 -0.154 0.0 0.0 0.0 0.371
H 6.235 -2.871 2.398 0.0 0.0 0.0 0.425
H 3.136 -4.851 -1.554 0.0 0.0 0.0 0.392
H 0.906 -2.923 3.235 0.0 0.0 0.0 0.183
H -0.673 -6.242 -0.939 0.0 0.0 0.0 0.413
H 1.672 1.406 -1.623 0.0 0.0 0.0 -0.402
H -4.810 3.178 -0.734 0.0 0.0 0.0 0.408
H 2.280 1.438 -3.961 0.0 0.0 0.0 0.429
H -0.485 -5.086 1.200 0.0 0.0 0.0 0.278
H 7.181 -1.612 -3.475 0.0 0.0 0.0 0.406
H 2.665 -6.282 -3.484 0.0 0.0 0.0 0.428
H -5.727 1.016 -4.242 0.0 0.0 0.0 0.393
H -1.654 0.133 -4.982 0.0 0.0 0.0 0.643
H -1.629 -0.996 -0.644 -0.3 -0.4 -0.2 -1.621
H 5.187 -2.729 -2.566 0.0 0.0 0.0 0.355
H 5.742 2.149 -2.009 0.0 0.0 0.0 0.458
H -4.775 5.659 -0.555 0.0 0.0 0.0 0.388
H -0.322 -2.446 -2.902 -0.2 0.0 0.1 0.807
H 0.839 0.349 4.928 0.0 0.0 0.0 0.405
H -2.975 -1.162 0.308 0.0 0.1 0.1 0.310
H -0.988 4.935 4.695 0.0 0.0 0.0 0.411
H 3.166 4.374 0.598 0.0 0.0 0.0 0.511
H 3.754 1.031 -1.097 0.0 0.0 0.0 0.139
H 0.398 4.262 6.632 0.0 0.0 0.0 0.377

---

In order of appearance, energy above the lowest of the compared OMol25 structures with the same formula, charge and spin = 144.7, 87.4 kJ/mol.
In order of appearance, total energy = -3771.634598, -5650.645434 Eh.